<P>
Here is a 2-piece molecular cluster, C5H11N3O overall from the OMol25 dataset. Energies are from wB97M-V/def2-TZVPD.

Each line ends with the natural charge from an NBO analysis.
Positions of all 20 atoms, in Å:
C (1.3538, -0.3557, 0.2015)  0.1458
C (0.5169, -2.2267, -2.4514)  -0.4409
C (0.2466, 2.1244, 0.8899)  -0.4159
C (-1.4425, 0.9255, 2.1728)  -0.3956
C (0.3687, -0.2571, 1.1071)  -0.0038
N (1.7918, -0.5684, -0.8806)  -0.3587
N (0.1967, -0.9137, -1.9208)  -0.0337
N (-0.1241, 0.9167, 1.5864)  -0.3899
O (-0.8113, -0.7691, -1.1452)  -0.5386
H (0.2805, -2.9697, -1.6945)  0.2199
H (-0.0640, -2.4358, -3.3503)  0.1995
H (1.5830, -2.2606, -2.6757)  0.2207
H (1.3293, 2.1406, 0.7620)  0.2167
H (-0.2204, 2.1823, -0.0988)  0.1956
H (-0.0580, 2.9859, 1.4818)  0.2043
H (-2.2027, 1.1887, 1.4256)  0.1937
H (-1.6785, -0.0572, 2.5769)  0.2089
H (-1.4781, 1.6619, 2.9797)  0.1977
H (0.0685, -1.1546, 1.6335)  0.2277
H (0.3438, -0.1576, -2.5997)  0.3464

Output
HOMO (spin up / spin down) ... -0.258 / -0.258 Ha
Gap between HOMO and LUMO (spin up / spin down) ... 7.87 / 7.87 eV
Molar mass ... 129.16 g/mol
LUMO energy (spin up / spin down) ... 0.84 / 0.84 eV

<Q>
Here is one molecule with the formula C5H11N3O from the OMol25 dataset. Energies are from wB97M-V/def2-TZVPD.

Each line ends with the natural charge from an NBO analysis.
Positions of all 20 atoms, in Å:
C (-1.8155, 1.6053, -0.6430)  -0.1551
N (-0.8167, 2.1248, -0.0459)  -0.2134
N (0.0188, 1.3850, 0.7165)  -0.4951
C (0.7543, 0.2716, 0.2152)  0.6619
N (1.9705, 0.4665, -0.0329)  -0.4921
C (2.8500, -0.6290, -0.4559)  -0.4441
O (0.1697, -0.9395, -0.0004)  -0.5316
C (-1.0097, -1.3954, 0.7204)  -0.0682
C (-1.8925, -2.0301, -0.3281)  -0.6303
H (-2.3230, 2.3686, -1.2698)  0.1891
H (-2.1674, 0.5973, -0.6047)  0.1607
H (0.6611, 1.9981, 1.2227)  0.3963
H (3.9332, -0.3323, -0.4234)  0.2028
H (2.5256, -0.9196, -1.4867)  0.2021
H (2.7921, -1.5473, 0.1559)  0.1895
H (-0.6836, -2.1609, 1.4384)  0.1869
H (-1.4370, -0.5708, 1.2941)  0.1940
H (-2.2669, -1.3859, -1.1215)  0.2090
H (-2.7075, -2.5912, 0.0668)  0.2167
H (-1.2124, -2.7091, -0.7837)  0.2208

Output
SMILES ... C=NN/C(=N/C)OCC
HOMO ... -0.321 Ha
Gap between HOMO and LUMO ... 9.65 eV
Molar mass ... 129.16 g/mol
LUMO energy ... 0.93 eV

Which is most stable, and by how much? <Q>, by 2.194 eV.

<P>
Here is one molecule with the formula C5H11N3O from the OMol25 dataset. Energies are from wB97M-V/def2-TZVPD.

Each line ends with the natural charge from an NBO analysis.
Positions of all 20 atoms, in Å:
H (2.4827, -0.0267, 1.7194)  0.3380
N (2.3086, 0.0545, 0.7210)  -0.6651
C (1.1040, 0.1987, 0.3844)  0.3991
C (0.7049, 0.3202, -1.0282)  -0.4159
C (-0.2305, -0.4858, -1.5465)  0.3799
C (-0.7727, -0.3588, -2.9351)  -0.6548
O (-0.8052, -1.5098, -0.8697)  -0.6874
N (-0.0244, 0.1795, 1.2304)  -0.3446
C (0.1073, -0.2201, 2.6155)  -0.4174
N (-1.0003, 1.1966, 1.0563)  -0.6510
H (1.2069, 1.0502, -1.6358)  0.2314
H (-0.6457, -1.2975, -3.4738)  0.2281
H (-1.8413, -0.1512, -2.8871)  0.2240
H (-0.2752, 0.4311, -3.4800)  0.2224
H (-0.5419, -1.4685, 0.0655)  0.4968
H (0.6602, 0.5033, 3.2253)  0.1796
H (0.6182, -1.1804, 2.6586)  0.2022
H (-0.8941, -0.3173, 3.0213)  0.2243
H (-0.5609, 2.1031, 0.8968)  0.3468
H (-1.6006, 0.9788, 0.2617)  0.3637

Output
SMILES ... [H]/N=C(/C=C(/C)O)N(C)N
HOMO ... -0.323 Ha
Gap between HOMO and LUMO ... 9.57 eV
Molar mass ... 129.16 g/mol
LUMO energy ... 0.79 eV

<Q>
Here is C5H11N3O as an isolated structure from the OMol25 dataset. Energies are from wB97M-V/def2-TZVPD.

Each line ends with the natural charge from an NBO analysis.
Positions of all 20 atoms, in Å:
C (-0.4739, -1.7968, 0.8631)  -0.5682
C (1.6816, -0.2552, -1.3953)  -0.4132
C (-1.1563, 1.4755, -0.9072)  -0.6732
N (-0.3503, -0.7622, -0.0381)  -0.2570
N (1.0217, -0.3052, -0.1113)  -0.2917
C (-1.2281, 0.4222, 0.1653)  0.3799
C (1.1304, 0.6015, 0.9127)  0.4606
N (-2.2743, 0.3960, 0.8865)  -0.6716
O (0.9444, 0.1518, 2.1296)  -0.6262
H (-2.2699, -0.3190, 1.6114)  0.3528
H (1.7588, 1.4724, 0.7338)  0.1813
H (0.2793, -0.8718, 2.1341)  0.4026
H (0.3034, -2.5446, 0.7821)  0.2069
H (-1.4801, -2.1857, 0.9437)  0.2020
H (2.7502, -0.4091, -1.2422)  0.2104
H (1.2823, -1.0580, -2.0130)  0.2377
H (1.5542, 0.7022, -1.9096)  0.1904
H (-1.7194, 2.3500, -0.5904)  0.2451
H (-0.1564, 1.8397, -1.1243)  0.1988
H (-1.5975, 1.0965, -1.8309)  0.2325

Output
HOMO (spin up / spin down) ... -0.256 / -0.256 Ha
Gap between HOMO and LUMO (spin up / spin down) ... 6.83 / 6.82 eV
Molar mass ... 129.16 g/mol
LUMO energy (spin up / spin down) ... -0.15 / -0.15 eV

<R>
Here is one molecule with the formula C5H11N3O from the OMol25 dataset. Energies are from wB97M-V/def2-TZVPD.

Each line ends with the natural charge from an NBO analysis.
Positions of all 20 atoms, in Å:
C (-0.5728, -0.7635, 1.9598)  -0.6572
C (1.0011, -0.1127, -2.0704)  -0.7359
N (-1.1690, 0.5830, -0.1492)  -0.4435
C (1.1824, 0.6107, 0.3857)  0.1855
C (-0.1729, 0.3063, 0.9829)  0.2660
N (-1.7979, -0.5781, -0.6913)  -0.6789
C (0.8683, 0.8972, -1.0043)  0.2418
O (2.3445, -0.1584, 0.6205)  -0.7297
N (0.5783, 1.4210, 1.3614)  -0.6420
H (2.6809, 0.1611, 1.4674)  0.4894
H (-1.8371, 1.3026, 0.1529)  0.3520
H (-2.3887, -0.2845, -1.4621)  0.3585
H (-2.3843, -1.0467, -0.0022)  0.3485
H (0.6017, 1.9162, -1.2568)  0.2095
H (-0.9004, -1.6907, 1.4823)  0.2045
H (0.2796, -0.9915, 2.5967)  0.2416
H (-1.3794, -0.3892, 2.6010)  0.2186
H (1.0227, 0.3349, -3.0639)  0.2257
H (1.8961, -0.7151, -1.8969)  0.2606
H (0.1470, -0.8027, -2.0136)  0.2850

Output
HOMO (spin up / spin down) ... -0.268 / -0.268 Ha
Gap between HOMO and LUMO (spin up / spin down) ... 6.93 / 6.93 eV
Molar mass ... 129.16 g/mol
LUMO energy (spin up / spin down) ... -0.36 / -0.36 eV

Which is most stable, and by how much? <P>, by 3.627 eV.

<P>
Here is a 2-piece molecular cluster, C2H8OS overall from the OMol25 dataset. Energies are from wB97M-V/def2-TZVPD.

Each line ends with the natural charge from an NBO analysis.
Positions of all 12 atoms, in Å:
C (0.3956, 0.8625, 0.0062)  -0.6418
S (0.0852, -1.0645, -0.6969)  0.1025
C (-1.6096, -0.4945, -0.9694)  -0.7418
H (0.0712, 1.5292, -0.7853)  0.2178
H (-0.1819, 0.9288, 0.9185)  0.2198
H (1.4575, 0.9354, 0.1976)  0.2121
H (-2.3157, -1.2926, -1.1928)  0.2311
H (-1.6087, 0.1468, -1.8584)  0.2077
H (-1.9365, 0.2143, -0.2129)  0.2154
O (1.7873, -0.7259, 1.8950)  -0.9473
H (1.2048, -0.6002, 1.1178)  0.4675
H (2.6508, -0.4394, 1.5807)  0.4569

Output
SMILES ... CSC.O
HOMO ... -0.332 Ha
Gap between HOMO and LUMO ... 9.61 eV
Molar mass ... 80.15 g/mol
LUMO energy ... 0.57 eV

<Q>
Here is a 2-piece molecular cluster, C2H8OS overall from the OMol25 dataset. Energies are from wB97M-V/def2-TZVPD.

Each line ends with the natural charge from an NBO analysis.
Positions of all 12 atoms, in Å:
C (0.1109, 0.5404, 0.7035)  -0.7335
S (-0.7522, 0.5104, -0.8960)  0.1631
C (-2.1835, -0.4879, -0.4156)  -0.7452
H (1.1426, 0.8553, 0.5931)  0.2391
H (0.0840, -0.4545, 1.1459)  0.2102
H (-0.4125, 1.2269, 1.3677)  0.2086
H (-3.0164, -0.1492, -1.0279)  0.2270
H (-2.0201, -1.5510, -0.5770)  0.2126
H (-2.4695, -0.2772, 0.6145)  0.2166
O (3.1110, -0.7351, 1.1937)  -0.9309
H (2.8677, -1.6555, 1.3595)  0.4660
H (3.1635, -0.7478, 0.2294)  0.4664

Output
SMILES ... CSC.O
HOMO ... -0.310 Ha
Gap between HOMO and LUMO ... 9.18 eV
Molar mass ... 80.15 g/mol
LUMO energy ... 0.74 eV

Which is most stable, and by how much? <Q>, by 0.930 eV.

<P>
Here is a 2-piece molecular cluster, CH6N2OS overall from the OMol25 dataset. Energies are from wB97M-V/def2-TZVPD.

Each line ends with the natural charge from an NBO analysis.
Positions of all 11 atoms, in Å:
C (1.5310, 0.5964, -0.1427)  -0.0336
N (-2.0163, 0.9153, 0.5933)  -1.1509
N (1.6333, -0.5771, 0.2797)  -0.6402
O (-0.9368, -1.4327, 0.2841)  -0.9030
S (-1.2962, 0.0587, -0.4437)  1.1091
H (1.3757, 1.2812, 0.6418)  0.1645
H (1.8255, 1.0481, -1.0954)  0.1644
H (-1.5578, 1.4215, 1.3183)  0.3822
H (-0.0125, -1.5911, 0.1942)  0.4911
H (1.9840, -1.2796, -0.4436)  0.3355
H (-2.5299, -0.4407, -1.1860)  0.0809

Output
HOMO ... -0.321 Ha
Gap between HOMO and LUMO ... 9.22 eV
Molar mass ... 94.14 g/mol
LUMO energy ... 0.50 eV

<Q>
Here is a 4-piece molecular cluster, CH6N2OS overall from the OMol25 dataset. Energies are from wB97M-V/def2-TZVPD.

Each line ends with the natural charge from an NBO analysis.
Positions of all 11 atoms, in Å:
C (-0.5728, -0.7158, 0.1398)  -0.0786
N (3.3597, 1.2535, 0.2360)  -0.9678
N (0.1682, -1.7879, 0.1051)  -0.7733
O (2.6786, -1.1381, -0.0725)  -0.9161
S (2.4250, 0.2391, -0.4055)  1.4787
H (0.1062, 0.2652, 0.2173)  0.0639
H (-0.3668, -1.5546, -2.5148)  -0.0140
H (4.1965, 1.0118, 0.6757)  0.3851
H (1.2120, -1.7229, 0.3289)  0.4166
H (-0.3867, -2.6034, -0.0503)  0.3998
H (-0.9180, -1.6413, -3.2010)  0.0059

Output
HOMO (spin up / spin down) ... -0.303 / -0.303 Ha
Gap between HOMO and LUMO (spin up / spin down) ... 7.27 / 7.27 eV
Molar mass ... 94.14 g/mol
LUMO energy (spin up / spin down) ... -0.97 / -0.97 eV

Which is most stable, and by how much? <P>, by 1.265 eV.